1.
ORCA calculation (ωB97M-V/def2-TZVPD) on a molecular structure, C35H23Cl3F4N10O4SV.

As for the expectation value of S²: 0.79. As for the lowest unoccupied orbital energy (alpha / beta): -8.01 / -7.90 eV. As for the spin multiplicity: 2. Its orbital gap (alpha / beta) is 6.04 / 6.20 eV. For the HOMO energy (alpha / beta), the calculation gives -14.048 / -14.092 eV. As for the total charge: +2.

CARTESIAN COORDINATES (ANGSTROEM)
V (0.932, 0.161, 0.293)
C (4.529, -1.885, 6.976)
C (3.575, -1.276, 5.996)
C (2.701, -0.260, 6.386)
C (1.838, 0.324, 5.480)
C (1.858, -0.122, 4.161)
C (2.712, -1.143, 3.741)
C (3.561, -1.710, 4.665)
S (0.812, 0.644, 3.026)
O (-0.181, 1.424, 3.685)
O (1.561, 1.339, 1.926)
N (0.251, -0.451, 1.977)
C (-0.632, -1.504, 2.184)
C (-1.255, -1.911, 3.332)
C (-2.089, -3.050, 3.270)
C (-2.261, -3.750, 2.108)
C (-1.605, -3.341, 0.919)
C (-1.661, -4.016, -0.316)
C (-0.920, -3.533, -1.364)
C (-0.159, -2.369, -1.212)
N (-0.113, -1.674, -0.084)
C (-0.808, -2.192, 0.976)
H (4.246, -1.664, 8.003)
H (5.533, -1.487, 6.810)
H (4.584, -2.966, 6.850)
H (2.699, 0.077, 7.414)
H (1.161, 1.111, 5.783)
H (2.721, -1.479, 2.713)
H (4.233, -2.499, 4.354)
H (-1.122, -1.385, 4.268)
H (-2.590, -3.375, 4.172)
H (-2.889, -4.631, 2.085)
H (-2.262, -4.910, -0.422)
H (-0.907, -4.032, -2.322)
H (0.424, -2.018, -2.044)
F (-0.537, -1.299, -4.127)
C (-0.207, -0.829, -5.334)
C (-0.761, -1.383, -6.424)
F (-1.616, -2.370, -6.267)
C (-0.450, -0.926, -7.767)
C (0.501, 0.169, -7.826)
C (1.051, 0.713, -6.724)
F (1.911, 1.709, -6.851)
C (0.737, 0.253, -5.393)
C (1.302, 0.816, -4.272)
C (1.005, 0.404, -2.942)
N (0.859, 0.202, -1.821)
C (2.224, 1.910, -4.266)
N (2.945, 2.795, -4.138)
F (0.833, 0.646, -9.003)
C (-1.005, -1.484, -8.879)
C (-0.715, -1.057, -10.214)
N (-0.500, -0.781, -11.308)
C (-1.939, -2.569, -8.834)
N (-2.680, -3.445, -8.858)
Cl (4.901, 1.237, -1.529)
C (4.001, 1.524, -0.060)
Cl (2.371, 2.246, -0.518)
Cl (4.802, 2.617, 1.018)
C (3.747, 0.141, 0.610)
O (4.526, -0.305, 1.389)
O (2.670, -0.492, 0.163)
C (-3.190, 3.347, 3.053)
C (-3.945, 3.776, 1.799)
C (-4.940, 2.714, 1.346)
C (-2.994, 4.184, 0.673)
N (-2.144, 3.069, 0.227)
C (-1.012, 2.607, 0.738)
N (-0.673, 1.541, 0.033)
N (-1.614, 1.381, -0.926)
N (-2.502, 2.281, -0.801)
H (-3.887, 3.199, 3.876)
H (-2.460, 4.096, 3.369)
H (-2.669, 2.396, 2.906)
H (-4.495, 4.694, 2.028)
H (-4.438, 1.775, 1.102)
H (-5.502, 3.033, 0.468)
H (-5.652, 2.504, 2.144)
H (-2.324, 4.983, 0.988)
H (-3.533, 4.507, -0.216)
H (-0.481, 3.021, 1.578)

Cartesian forces, eV/Å:
V 0.3 0.3 0.6
C 0.0 0.0 0.0
C 0.0 0.0 0.0
C 0.0 0.0 0.0
C -0.1 0.1 0.0
C -0.1 0.0 -0.1
C 0.0 0.0 -0.1
C 0.0 0.0 0.0
S 0.1 -0.1 -0.2
O 0.0 0.0 0.0
O 0.0 0.0 0.0
N -0.1 0.1 -0.1
C -0.1 -0.2 0.0
C 0.0 0.0 0.0
C 0.0 0.0 0.0
C 0.0 0.0 0.0
C 0.0 0.1 0.0
C 0.0 0.0 0.0
C 0.0 -0.1 0.0
C 0.0 0.0 0.0
N 0.0 -0.2 -0.1
C 0.0 0.0 0.1
H 0.0 0.0 0.0
H 0.0 0.0 0.0
H 0.0 0.0 0.0
H 0.0 0.0 0.0
H 0.0 0.0 0.0
H 0.0 0.0 0.0
H 0.0 0.0 0.0
H 0.0 0.0 0.0
H 0.0 0.0 0.0
H 0.0 0.0 0.0
H 0.0 0.0 0.0
H 0.0 0.0 0.0
H 0.0 0.1 0.0
F 0.0 0.0 0.1
C 0.0 0.0 0.0
C 0.0 0.0 0.1
F 0.0 0.0 0.0
C 0.0 0.0 -0.1
C 0.0 0.0 0.0
C 0.0 0.0 0.0
F 0.0 0.0 0.0
C 0.1 0.1 0.0
C -0.2 -0.1 0.0
C -0.1 0.0 0.1
N 0.1 -0.1 -0.2
C 0.0 0.1 0.0
N 0.0 0.0 0.0
F 0.0 0.0 0.0
C 0.0 0.0 0.1
C 0.1 0.0 0.0
N 0.0 0.0 0.0
C 0.0 -0.1 0.0
N 0.0 0.0 0.0
Cl 0.0 0.0 -0.1
C -0.2 0.0 0.0
Cl 0.2 0.0 0.0
Cl 0.0 0.0 0.0
C 0.2 -0.1 0.1
O 0.0 0.0 0.0
O -0.6 0.1 -0.1
C 0.0 0.0 0.0
C 0.0 0.0 0.0
C 0.0 0.0 0.0
C 0.0 0.0 0.0
N 0.1 0.0 0.1
C -0.1 -0.1 0.0
N 0.4 -0.1 0.0
N -0.1 -0.1 0.1
N 0.0 0.1 -0.1
H 0.0 0.0 0.0
H 0.0 0.0 0.0
H 0.0 0.0 0.0
H 0.0 0.0 0.0
H 0.0 0.0 0.0
H 0.0 0.0 0.0
H 0.0 0.0 0.0
H 0.0 0.0 0.0
H 0.0 0.0 0.0
H 0.0 0.0 0.0

=====

2.
ORCA calculation (ωB97M-V/def2-TZVPD) on a molecular structure, C35H24Br2Cl2FeN5O4.

As for the expectation value of S²: 0.90. As for the lowest unoccupied orbital energy (alpha / beta): -0.32 / -0.54 eV. As for the spin multiplicity: 2. Its orbital gap (alpha / beta) is 7.36 / 7.15 eV. For the HOMO energy (alpha / beta), the calculation gives -7.682 / -7.692 eV. As for the total charge: 0.

CARTESIAN COORDINATES (ANGSTROEM)
Fe (0.651, 1.194, 0.910)
O (-2.081, 3.892, 2.392)
C (-1.305, 3.278, 1.666)
N (-0.531, 2.240, 2.031)
C (-0.845, 1.666, 3.320)
C (-0.869, 0.172, 3.142)
C (-1.414, -0.695, 4.075)
C (-1.380, -2.055, 3.829)
C (-0.803, -2.507, 2.655)
C (-0.277, -1.588, 1.770)
N (-0.299, -0.272, 2.011)
C (-1.184, 3.576, 0.204)
C (-1.867, 4.605, -0.420)
C (-1.674, 4.772, -1.780)
C (-0.801, 3.923, -2.446)
C (-0.163, 2.921, -1.736)
N (-0.371, 2.746, -0.435)
H (-1.826, 2.023, 3.644)
H (-0.139, 1.960, 4.107)
H (-1.864, -0.292, 4.972)
H (-1.804, -2.753, 4.539)
H (-0.759, -3.560, 2.415)
H (0.196, -1.903, 0.855)
H (-2.519, 5.234, 0.169)
H (-2.188, 5.558, -2.317)
H (-0.612, 4.032, -3.505)
H (0.544, 2.249, -2.202)
Br (4.228, 3.051, -2.036)
C (4.362, 2.351, -0.291)
C (5.626, 2.162, 0.285)
C (5.756, 1.653, 1.545)
Br (7.487, 1.423, 2.281)
C (4.613, 1.290, 2.300)
C (4.631, 0.754, 3.602)
C (3.451, 0.429, 4.206)
C (2.244, 0.614, 3.519)
N (2.175, 1.117, 2.307)
C (3.350, 1.470, 1.698)
C (3.202, 2.039, 0.392)
O (2.004, 2.227, -0.054)
H (6.506, 2.431, -0.283)
H (5.575, 0.604, 4.106)
H (3.428, 0.014, 5.204)
H (1.324, 0.305, 3.991)
Cl (-2.513, -0.190, -4.968)
C (-3.505, -0.844, -3.706)
C (-4.878, -0.704, -3.805)
C (-5.687, -1.223, -2.809)
C (-5.120, -1.839, -1.708)
C (-3.742, -1.941, -1.612)
Cl (-3.085, -2.570, -0.137)
C (-2.889, -1.487, -2.625)
N (-1.490, -1.576, -2.593)
C (-0.759, -2.743, -2.409)
C (-1.344, -3.999, -2.587)
C (-0.600, -5.154, -2.436)
C (0.751, -5.086, -2.130)
C (1.345, -3.840, -2.007)
C (0.620, -2.663, -2.144)
C (1.343, -1.335, -2.115)
C (1.029, -0.476, -0.911)
O (1.827, -0.412, 0.057)
O (-0.050, 0.174, -0.856)
H (-5.297, -0.199, -4.663)
H (-6.762, -1.128, -2.881)
H (-5.732, -2.214, -0.900)
H (-1.027, -0.706, -2.348)
H (-2.395, -4.062, -2.838)
H (-1.082, -6.115, -2.564)
H (1.339, -5.986, -2.014)
H (2.408, -3.768, -1.805)
H (1.101, -0.760, -3.014)
H (2.417, -1.512, -2.107)

Cartesian forces, eV/Å:
Fe 0.5 -0.4 -0.1
O 0.0 0.0 0.0
C -0.1 0.0 -0.1
N 0.3 0.1 0.2
C -0.1 0.0 -0.2
C 0.1 0.2 0.0
C 0.0 0.0 0.0
C 0.0 0.0 0.1
C 0.0 -0.1 -0.1
C 0.0 0.1 0.0
N -0.2 0.2 0.0
C 0.1 -0.1 0.1
C 0.0 0.0 0.0
C 0.0 0.0 0.0
C 0.0 0.0 0.0
C 0.0 0.0 0.0
N -0.3 -0.1 0.0
H 0.0 0.0 0.0
H 0.0 -0.1 0.0
H 0.0 0.0 0.0
H 0.0 0.0 0.0
H 0.0 0.0 0.0
H 0.0 0.0 -0.1
H 0.0 0.0 0.0
H 0.0 0.0 0.0
H 0.0 0.0 0.0
H 0.0 0.0 0.0
Br 0.0 0.0 0.0
C 0.0 0.0 0.1
C 0.1 0.0 0.0
C 0.0 0.0 0.1
Br 0.0 0.0 0.0
C 0.0 0.0 -0.1
C 0.0 0.0 0.0
C 0.1 0.0 0.0
C -0.1 -0.1 0.0
N 0.3 0.1 0.0
C 0.0 0.2 -0.1
C -0.2 -0.1 0.2
O -0.2 0.0 0.1
H 0.0 0.0 0.0
H 0.0 0.0 0.0
H 0.0 0.0 0.0
H 0.0 0.0 0.0
Cl 0.0 0.0 0.0
C 0.0 -0.1 0.0
C 0.0 0.0 0.0
C 0.0 0.0 0.0
C 0.0 0.0 0.0
C 0.0 0.1 0.0
Cl 0.1 -0.1 0.0
C -0.1 0.0 -0.1
N 0.1 0.1 0.2
C -0.1 0.1 -0.2
C -0.1 0.0 0.1
C 0.0 0.0 0.0
C 0.0 0.0 0.0
C 0.0 0.0 0.1
C -0.1 0.0 0.0
C 0.2 0.1 0.0
C -0.1 -0.2 -0.1
O 0.0 0.3 0.1
O -0.1 -0.1 -0.1
H 0.0 0.0 0.0
H 0.0 0.0 0.0
H 0.0 0.0 0.0
H 0.0 -0.1 0.1
H 0.0 0.0 0.0
H 0.0 0.0 0.0
H 0.0 0.0 0.0
H 0.0 0.0 0.0
H 0.0 0.0 0.0
H 0.0 0.0 0.0

=====

3.
ORCA calculation (ωB97M-V/def2-TZVPD) on a molecular structure, C35H24BrCl2F5NO5PtS.

As for the lowest unoccupied orbital energy (alpha / beta): 2.10 / 2.09 eV. Its orbital gap (alpha / beta) is 7.25 / 7.25 eV. For the HOMO energy (alpha / beta), the calculation gives -5.155 / -5.156 eV. As for the total charge: -1.

CARTESIAN COORDINATES (ANGSTROEM)
Pt (-0.364, 0.386, 0.004)
O (1.636, 0.880, 3.111)
S (0.379, 0.212, 2.687)
C (-0.711, 0.184, 4.128)
C (-2.065, 0.430, 3.983)
C (-2.878, 0.413, 5.114)
C (-2.326, 0.150, 6.359)
C (-0.959, -0.094, 6.488)
C (-0.141, -0.073, 5.370)
C (0.746, -1.566, 2.746)
C (-0.207, -2.530, 3.065)
C (0.161, -3.867, 3.089)
C (1.467, -4.238, 2.793)
C (2.409, -3.269, 2.474)
C (2.052, -1.927, 2.454)
H (-2.476, 0.582, 2.990)
H (-3.942, 0.601, 5.016)
H (-2.961, 0.128, 7.237)
H (-0.533, -0.307, 7.463)
H (0.928, -0.249, 5.444)
H (-1.230, -2.246, 3.288)
H (-0.581, -4.619, 3.336)
H (1.748, -5.285, 2.802)
H (3.424, -3.557, 2.229)
H (2.777, -1.155, 2.223)
F (1.719, -1.163, -0.771)
C (1.513, 0.176, -0.633)
F (2.413, 0.612, 0.259)
C (1.896, 0.796, -1.995)
F (0.908, 0.590, -2.889)
F (3.003, 0.199, -2.466)
F (2.136, 2.095, -1.902)
Cl (-4.638, 2.606, -5.704)
C (-3.317, 1.526, -5.332)
C (-2.465, 1.164, -6.355)
C (-1.397, 0.325, -6.092)
C (-1.230, -0.170, -4.813)
C (-2.110, 0.172, -3.799)
Cl (-1.869, -0.624, -2.276)
C (-3.167, 1.079, -4.003)
N (-4.074, 1.515, -3.054)
C (-3.960, 1.729, -1.642)
C (-5.064, 1.371, -0.876)
C (-5.135, 1.697, 0.469)
C (-4.081, 2.373, 1.054)
C (-2.958, 2.683, 0.305)
C (-2.873, 2.382, -1.054)
C (-1.725, 2.917, -1.867)
C (-0.525, 3.361, -1.039)
O (-0.186, 4.538, -1.082)
O (0.133, 2.445, -0.374)
H (-2.636, 1.558, -7.349)
H (-0.708, 0.052, -6.881)
H (-0.412, -0.842, -4.583)
H (-4.894, 1.930, -3.449)
H (-5.876, 0.835, -1.358)
H (-5.997, 1.403, 1.053)
H (-4.136, 2.668, 2.096)
H (-2.141, 3.226, 0.770)
H (-2.085, 3.778, -2.430)
H (-1.330, 2.197, -2.584)
Br (1.026, -4.792, -1.309)
C (-0.729, -4.464, -0.660)
C (-1.659, -5.487, -0.730)
C (-2.943, -5.255, -0.253)
C (-3.278, -4.019, 0.280)
C (-2.340, -2.995, 0.344)
C (-1.048, -3.226, -0.126)
C (-2.783, -1.689, 1.008)
O (-3.887, -1.696, 1.546)
O (-1.962, -0.682, 1.056)
H (-1.380, -6.447, -1.148)
H (-3.681, -6.049, -0.298)
H (-4.272, -3.819, 0.659)
H (-0.295, -2.454, -0.070)

Cartesian forces, eV/Å:
Pt 0.7 1.5 -0.4
O -0.1 -0.1 0.0
S 0.3 -0.3 0.9
C 0.0 0.1 0.0
C 0.0 0.0 -0.1
C 0.0 0.0 0.1
C 0.1 0.0 -0.1
C 0.0 0.0 0.0
C -0.1 0.1 0.0
C -0.1 0.0 0.1
C 0.0 0.0 -0.1
C 0.0 0.0 0.0
C 0.1 0.0 0.0
C 0.0 0.0 0.0
C 0.0 0.0 0.0
H 0.0 0.0 0.1
H 0.1 0.0 0.0
H 0.0 0.0 0.0
H 0.0 0.0 -0.1
H -0.1 0.0 0.0
H 0.1 0.0 0.0
H 0.1 0.0 0.0
H 0.0 0.1 0.0
H 0.0 0.0 0.0
H -0.1 0.0 0.0
F 0.1 -0.6 -0.1
C -1.2 0.0 0.1
F 0.3 0.2 0.3
C -0.3 0.1 0.1
F 0.4 0.1 0.0
F 0.1 0.0 -0.2
F 0.2 -0.2 -0.3
Cl 0.0 0.0 0.0
C 0.1 0.0 0.1
C -0.1 0.1 -0.1
C 0.1 0.0 -0.1
C 0.1 -0.1 0.0
C -0.1 0.0 0.0
Cl -0.6 -0.1 -0.3
C -0.1 0.1 0.1
N 0.4 -0.3 0.2
C 0.1 -0.2 -0.2
C -0.1 -0.1 0.0
C 0.0 -0.1 -0.2
C 0.0 0.0 0.2
C 0.0 0.1 0.0
C -0.1 0.0 0.1
C 0.1 -0.2 0.1
C 0.2 0.1 -0.2
O 0.0 -0.5 0.3
O -0.6 -0.3 0.2
H 0.0 0.0 0.0
H 0.0 0.0 0.1
H -0.1 0.0 0.0
H -0.2 0.1 -0.1
H 0.1 0.0 0.0
H 0.0 0.0 0.0
H 0.1 -0.1 0.0
H 0.0 -0.1 0.0
H 0.1 0.1 -0.1
H -0.1 -0.1 0.0
Br 0.0 0.1 0.0
C -0.1 0.0 0.0
C 0.0 0.0 0.0
C 0.0 0.0 0.0
C -0.1 -0.1 -0.1
C 0.2 0.1 0.0
C -0.1 0.1 0.0
C -0.1 0.3 0.3
O 0.3 0.2 -0.2
O 0.1 -0.6 -0.5
H 0.0 0.1 0.0
H 0.1 0.1 0.0
H 0.1 0.0 0.0
H 0.1 0.1 0.0

=====

For reference, relative energy (zero: lowest compared OMol25 entry of this formula, charge and spin) by record: 0.00 19.61 40.24 kcal per mole.
For reference, E_tot by record: -144702.3544 -251845.2004 -171171.2787 eV.
For reference, F_max by record: 0.0138 0.0126 0.0337 Eh/bohr.